Record 1
123
Properties=species:S:1:pos:R:3:forces:R:3:mulliken_charge:R:1 method="wB97M-V/def2-TZVPD" total_charge=+1 e_homo_ev=-10.87 orbital_gap_ev=8.93
H -1.056 3.330 -2.530 0.004 0.019 0.028 0.54
C -3.932 0.380 -2.270 -0.004 -0.044 -0.018 -1.10
C -1.816 -6.755 -1.186 0.008 0.038 -0.012 -1.46
H -2.265 -4.744 -1.847 0.012 0.014 0.000 0.28
C 6.565 0.765 -3.175 -0.034 -0.032 -0.024 0.77
H -1.788 2.401 2.481 0.002 -0.035 0.002 0.46
H -3.440 -3.010 2.231 -0.005 0.011 -0.006 0.12
C 3.411 6.584 0.795 0.040 -0.076 -0.003 -1.17
H 4.295 7.208 0.779 0.003 -0.008 0.001 0.43
H -4.364 1.192 -1.679 -0.006 0.008 -0.003 0.41
H 0.600 -4.123 2.886 0.013 0.041 0.002 0.11
H 4.522 0.487 0.964 0.003 0.021 -0.031 0.52
H -2.665 -5.955 1.760 0.021 -0.019 -0.019 0.56
H 0.245 4.380 0.859 -0.020 -0.006 -0.010 0.24
F 5.287 0.956 6.817 -0.005 0.043 0.016 -0.25
C 3.966 2.857 -1.392 0.048 -0.037 -0.023 -0.83
C 5.521 0.610 -0.921 -0.048 0.024 0.023 -1.06
H -1.984 -7.173 -2.179 -0.002 -0.016 0.009 0.44
F 2.762 9.177 -0.288 -0.023 -0.001 0.028 -0.26
C 1.043 -0.368 -3.106 0.073 -0.051 -0.084 -1.25
H 0.420 -0.632 -3.964 -0.003 -0.010 0.010 0.36
H -4.421 -0.246 0.242 0.001 -0.003 -0.003 0.22
C 1.131 5.004 0.832 0.010 0.002 0.013 -0.13
C 2.677 2.032 4.958 0.021 -0.023 -0.036 -0.71
H -2.556 2.017 -0.909 -0.010 -0.039 0.006 -0.60
C -1.711 2.639 -0.612 -0.161 -0.035 0.117 -0.05
N -3.663 -2.362 -2.834 0.006 -0.006 0.004 0.28
H 0.255 3.104 -1.357 -0.009 -0.033 0.009 0.10
C 2.256 2.121 3.637 0.056 -0.010 -0.004 -0.48
H -0.557 -5.379 3.314 0.027 0.004 0.009 0.29
H 1.142 -5.786 3.112 -0.002 0.007 0.030 0.41
P 2.445 2.574 0.940 0.018 -0.003 0.049 2.41
C 1.878 -1.280 1.904 0.120 -0.060 -0.035 -0.75
H -3.429 -1.726 0.259 0.015 -0.006 0.011 -0.64
F 2.555 9.219 1.863 -0.011 -0.015 -0.038 -0.25
N -5.116 -1.807 -0.960 0.011 -0.001 -0.007 0.19
C -2.596 -1.582 -2.210 -0.008 0.018 0.017 0.26
C -1.485 0.277 2.162 -0.078 0.008 -0.004 -0.61
C 4.520 2.502 2.928 0.014 0.031 -0.048 -0.43
K 0.042 0.186 -0.195 -0.595 -0.203 -0.042 2.60
H -3.812 -1.053 -4.462 -0.002 0.001 -0.008 0.32
H 4.509 4.752 0.842 0.009 0.015 0.009 0.38
H -1.995 -2.233 -1.574 0.016 -0.047 0.013 -1.12
H -1.952 -1.165 -2.986 -0.004 0.005 -0.019 0.35
C -2.849 -4.937 1.412 0.019 0.066 -0.041 -0.81
C -4.453 -1.459 -3.677 0.024 0.014 0.033 -0.72
H 4.973 2.968 -3.287 -0.007 0.008 0.000 0.52
H -1.006 -7.321 -0.726 -0.022 0.003 -0.017 0.32
H -3.283 0.806 -3.038 -0.004 0.003 0.000 0.16
C 2.057 8.673 0.740 0.015 -0.009 0.012 0.77
H 0.034 6.856 0.791 0.000 -0.005 0.000 0.54
O -0.068 0.170 2.247 0.117 0.054 0.527 -0.24
H 1.964 1.855 5.751 -0.009 -0.002 -0.002 0.52
H 5.249 2.687 2.148 -0.007 0.011 0.009 0.36
H -2.382 -3.939 3.292 -0.026 0.011 -0.001 0.23
C -4.012 -1.052 -0.375 -0.023 -0.027 -0.015 -0.23
C 0.438 -1.160 2.410 0.040 0.021 0.001 -0.29
C -1.488 -5.270 -1.287 -0.001 0.033 0.052 -0.47
C 0.861 1.117 -2.781 0.216 0.099 0.054 -0.47
H 0.860 -2.919 -1.009 -0.016 -0.020 -0.008 -0.80
C -1.899 1.675 1.670 -0.036 0.118 0.009 -1.01
H -2.072 3.658 -0.430 0.043 0.017 -0.075 0.52
O -1.109 2.122 0.574 -0.034 0.406 0.137 -0.11
H -1.951 0.117 3.141 -0.001 -0.011 -0.015 0.54
H 3.343 -1.138 -0.983 0.006 0.002 0.022 -0.19
C 4.518 2.052 6.668 0.012 -0.043 -0.031 0.72
F 0.793 9.100 0.612 0.027 0.001 -0.001 -0.28
C -3.205 -4.019 2.578 0.017 -0.034 -0.021 -1.08
O 2.041 -0.886 0.542 0.225 -0.135 0.076 0.16
H -6.293 -0.099 -1.257 -0.003 0.004 0.001 0.35
H 0.459 -1.420 3.474 -0.103 -0.072 -0.024 0.54
F 6.046 -0.349 -3.742 0.031 0.021 -0.002 -0.26
C 4.866 2.425 -2.358 -0.049 0.035 0.014 -1.06
C 0.091 -5.471 1.244 -0.007 0.040 -0.021 -0.61
F 7.755 0.417 -2.662 -0.043 0.029 -0.025 -0.26
O 0.667 -1.213 -2.022 0.240 -0.235 -0.290 -0.09
C 3.169 2.363 2.613 -0.078 -0.060 -0.002 0.23
C 2.384 4.405 0.848 0.028 -0.068 -0.049 -0.01
H -3.679 -4.988 0.704 -0.011 -0.002 0.004 0.50
C 2.150 7.169 0.777 -0.078 0.020 0.000 0.30
C 4.615 1.038 0.035 0.009 -0.013 -0.030 -0.71
H 1.011 -5.345 0.667 0.000 -0.013 0.004 0.44
H -5.263 -2.021 -4.144 -0.004 -0.002 0.001 0.37
H 6.141 -0.259 -0.739 0.000 -0.001 0.014 0.45
F 3.514 1.957 7.550 0.008 0.008 0.022 -0.28
C 5.633 1.298 -2.123 0.076 -0.036 0.013 0.20
H -3.966 -3.540 -1.128 0.006 -0.009 0.001 -0.52
H -2.959 1.625 1.399 0.018 0.011 0.018 0.40
F 6.781 1.645 -4.161 0.020 -0.029 0.037 -0.28
C 4.022 2.170 5.252 -0.022 0.040 0.008 0.25
H 1.053 1.688 -3.697 -0.033 -0.018 0.008 0.59
H -0.227 -6.507 1.125 0.020 0.019 -0.011 0.46
H 3.376 3.745 -1.579 -0.006 0.008 -0.021 0.48
H 2.196 -2.319 2.046 -0.040 0.012 0.017 0.52
C 3.526 5.206 0.833 -0.003 0.101 0.020 -0.30
As -1.266 -4.300 0.420 0.001 -0.126 0.065 0.53
H 1.210 1.990 3.393 -0.041 -0.001 0.019 0.21
H -6.686 -1.475 -2.304 -0.006 0.001 -0.006 0.35
H -4.077 -4.393 3.116 0.001 0.016 0.018 0.41
C 0.333 -5.169 2.720 -0.043 -0.034 -0.049 -1.15
H 3.068 -2.606 -0.042 -0.048 -0.008 -0.041 0.51
H 1.621 1.435 -2.049 -0.087 -0.007 0.046 0.07
H -0.212 -1.874 1.888 -0.006 0.026 -0.013 -0.34
C 1.009 6.388 0.800 0.021 0.025 0.002 -0.86
H -1.879 -0.502 1.492 0.055 0.045 -0.029 0.11
C 1.537 -2.212 -1.492 0.002 -0.074 -0.075 -0.36
C -5.869 -0.914 -1.847 0.026 -0.002 0.001 -0.79
O -0.447 1.370 -2.278 -0.198 0.106 -0.361 -0.40
H 2.061 -2.741 -2.297 0.027 0.033 0.027 0.70
C -0.681 2.676 -1.737 0.087 0.046 -0.093 -0.43
C -4.541 -2.878 -1.778 0.023 0.031 0.010 0.05
C 2.576 -1.729 -0.477 0.124 0.038 0.072 -0.41
C 3.822 2.166 -0.190 0.047 0.017 0.014 0.22
H 2.091 -0.523 -3.384 -0.017 0.032 -0.014 0.64
H 2.525 -0.637 2.508 -0.023 -0.022 -0.010 0.20
F 5.268 3.109 7.017 -0.008 -0.029 -0.007 -0.26
H -5.348 -3.452 -2.236 -0.006 0.000 -0.001 0.44
N -3.114 -0.474 -1.388 -0.048 0.021 0.083 1.15
H -0.562 -5.113 -1.846 0.009 -0.009 0.011 0.48
H -2.721 -6.925 -0.600 -0.002 -0.013 -0.009 0.28
C 4.945 2.402 4.240 0.043 0.005 0.008 -1.16
N -5.023 -0.352 -2.904 0.001 0.015 -0.002 0.08
H 5.994 2.511 4.483 -0.001 0.004 -0.002 0.44

Record 2
122
Properties=species:S:1:pos:R:3:forces:R:3:mulliken_charge:R:1 method="wB97M-V/def2-TZVPD" total_charge=-1 e_homo_ev="-2.23 / -2.75" orbital_gap_ev="3.73 / 4.24"
C -6.540 -2.489 -1.708 0.178 -0.017 -0.007 -0.58
O 0.144 -4.387 0.318 -0.111 0.047 -0.183 -0.74
C -0.338 5.316 4.697 0.033 -0.071 -0.073 -2.00
C -1.937 6.462 3.162 0.004 -0.020 -0.042 -1.75
H 5.969 2.239 4.522 -0.019 0.029 0.040 0.40
H -1.874 -5.601 -0.673 0.054 0.083 -0.017 0.50
H -1.237 6.412 2.324 -0.037 -0.005 0.046 0.35
C -1.401 -1.609 4.604 -0.008 -0.135 -0.014 -0.06
N 1.309 1.835 2.768 -0.044 0.045 -0.206 0.67
H -1.785 -3.055 6.906 -0.024 0.045 0.008 0.32
H -0.755 -3.669 4.854 -0.015 0.045 0.026 0.33
H 2.099 2.068 6.411 0.048 0.011 0.022 0.27
C -1.977 3.970 3.341 0.018 0.059 0.037 -0.09
H 4.768 0.036 4.681 -0.040 0.012 0.035 0.37
N -0.024 -0.264 3.347 0.111 0.310 -0.020 0.89
H -9.717 -2.971 1.014 -0.031 -0.027 -0.009 0.87
H 5.220 3.727 5.138 0.014 -0.046 0.023 0.43
S 0.649 2.729 0.361 0.226 -0.226 0.101 -0.35
C -9.131 -2.445 0.258 -0.007 0.079 -0.071 -1.45
H 5.788 2.486 6.261 -0.004 -0.003 -0.021 0.42
H 3.168 -0.062 5.405 0.046 0.020 0.021 0.18
H -8.497 -0.032 -0.840 -0.176 -0.003 0.004 0.65
H -10.388 -0.740 0.460 0.057 -0.227 -0.254 1.01
H -9.536 -1.939 -2.977 -0.017 -0.074 -0.056 0.56
H -8.278 -1.959 0.728 -0.012 0.010 0.114 0.21
S 2.306 -0.999 2.179 0.003 0.034 0.153 -0.39
H -8.057 -4.160 -0.450 0.081 0.005 -0.002 0.32
H -6.295 -4.578 -1.739 0.011 -0.039 0.006 0.65
H -10.873 -1.837 -0.751 0.144 0.226 0.261 0.80
H -0.211 6.258 5.236 0.014 -0.021 -0.005 0.48
H 2.289 -1.786 -2.002 -0.073 -0.082 -0.184 0.40
C -5.779 -3.637 -1.632 0.079 -0.214 0.049 -0.73
H -4.052 -0.220 -1.285 0.004 -0.047 -0.095 -0.27
C -5.861 -1.268 -1.585 0.245 -0.008 -0.018 -0.21
Te -1.833 0.428 -2.699 0.102 0.219 -0.228 -0.20
S -2.571 0.009 1.422 0.044 0.123 -0.109 0.24
H 3.566 2.290 7.391 -0.009 0.018 -0.039 0.42
H -5.369 3.082 1.399 0.039 -0.023 -0.019 0.40
C -9.280 -0.587 -1.348 -0.070 0.027 0.115 -1.90
K 0.433 -0.888 -0.186 0.603 2.043 1.071 0.92
C -1.639 -3.518 -0.937 0.031 0.066 0.042 0.26
H 2.908 4.607 0.215 -0.003 0.000 0.005 0.32
H 1.416 -0.935 -2.896 0.074 0.000 -0.079 0.31
H 1.322 -4.091 2.415 0.021 0.009 -0.016 0.23
H 4.564 4.211 0.757 -0.035 -0.019 -0.014 0.41
C 3.094 2.515 6.430 -0.065 0.031 -0.031 -1.57
H -3.936 4.513 2.558 0.017 -0.037 0.085 0.34
C -3.400 2.542 2.036 -0.141 -0.206 -0.116 0.23
H 2.982 3.601 6.346 0.000 -0.057 0.007 0.36
H -3.781 -2.632 3.742 0.017 -0.010 0.046 0.26
H -1.758 7.393 3.706 -0.008 -0.008 -0.010 0.47
B 0.022 1.077 2.788 -0.062 -0.449 0.291 -0.83
C 3.207 2.205 3.960 0.208 0.016 0.135 -0.19
C 3.575 3.807 0.538 -0.016 -0.007 0.037 -1.76
C -8.665 -3.359 -0.864 0.027 0.110 -0.127 -0.73
H -5.727 -5.464 0.437 0.011 -0.033 0.010 0.24
C -3.735 -2.352 -1.405 0.079 -0.216 0.050 0.44
H -4.395 2.218 0.183 0.002 -0.042 0.029 0.25
C -2.335 -2.112 6.850 -0.007 -0.036 0.032 -1.89
N -1.043 3.079 3.374 0.006 0.064 -0.021 -0.81
H -0.168 4.486 5.384 -0.006 0.032 -0.013 0.36
H -3.245 -2.211 7.450 0.029 -0.007 -0.012 0.46
H 4.587 0.242 6.440 -0.005 0.021 -0.049 0.42
H -2.949 0.364 5.821 -0.037 -0.043 -0.001 0.34
H 1.315 -4.517 4.145 -0.021 0.016 -0.043 0.42
C 3.944 1.962 5.281 -0.035 -0.021 -0.070 2.21
C -3.512 -0.466 5.386 0.066 0.050 -0.085 -1.80
C 1.513 -3.719 3.425 0.014 0.044 0.026 -1.76
C -2.380 1.529 2.114 0.145 -0.065 -0.067 0.10
N 2.026 1.679 3.887 -0.133 -0.039 0.018 -0.64
C 0.915 -1.278 3.123 0.036 -0.105 0.129 1.25
C -1.745 5.266 4.104 -0.062 0.007 0.045 2.35
F -6.570 -0.116 -1.570 0.157 0.197 -0.001 -0.37
C -4.396 -3.595 -1.434 0.054 0.058 0.000 0.14
H -3.559 -6.813 -1.260 0.050 -0.001 -0.033 0.54
H -10.002 0.111 -1.778 -0.031 -0.001 -0.014 0.27
C -2.775 5.336 5.243 0.000 0.009 -0.026 -1.75
C -4.511 -1.188 -1.443 -0.055 0.206 0.069 -0.07
C 3.017 3.103 1.733 -0.034 0.064 -0.122 0.13
H -3.769 -0.184 4.362 0.007 -0.026 0.065 0.14
H -2.952 6.502 2.758 0.061 0.010 0.011 0.33
H -2.615 6.240 5.838 -0.021 -0.022 -0.018 0.47
C -3.534 -2.879 4.778 0.015 -0.029 -0.038 -1.68
H -4.465 -3.007 5.338 0.015 0.010 -0.006 0.48
C -0.521 -2.699 4.434 -0.166 -0.096 0.071 -0.38
C 5.309 2.647 5.292 0.034 0.011 -0.017 -2.25
H -5.468 -7.212 0.311 0.013 0.003 -0.005 0.39
H -4.229 -6.174 1.040 -0.036 -0.014 -0.009 0.33
H -5.045 -6.181 -1.918 -0.023 0.020 -0.071 0.40
H -3.797 5.359 4.857 0.044 -0.003 0.026 0.33
C -4.643 2.282 1.246 0.009 -0.007 -0.004 -1.76
N -10.003 -1.381 -0.313 -0.127 -0.041 -0.015 -0.75
H -4.431 -0.615 5.961 0.028 0.018 -0.019 0.53
N -1.229 1.896 2.752 -0.027 -0.100 0.082 1.03
O -1.592 -1.268 -1.467 -0.856 0.078 -0.293 -0.92
N -7.917 -2.620 -1.882 -0.629 0.174 0.037 0.19
H 4.753 3.317 2.909 -0.004 -0.001 0.034 0.48
C -4.981 -6.238 0.252 0.072 0.112 -0.022 -0.93
H -9.539 -3.811 -1.333 -0.034 -0.091 -0.066 0.37
H 0.421 5.249 3.914 -0.041 0.011 0.040 0.30
C -3.189 3.731 2.642 0.016 0.225 0.011 -0.52
H -5.080 1.324 1.525 -0.022 -0.007 0.004 0.31
C 3.747 2.922 2.864 0.064 -0.004 0.033 -0.37
C 4.130 0.449 5.467 -0.033 0.003 -0.066 -1.45
C 1.692 2.556 1.675 -0.140 0.006 0.061 0.70
C -2.358 -4.667 -0.935 0.177 -0.069 0.108 0.04
H -2.680 4.468 5.901 0.010 0.055 -0.025 0.34
C -0.142 -3.608 -0.603 0.210 -0.461 -0.105 -0.10
O 2.309 -0.974 -2.528 -0.051 0.016 0.151 -0.65
H 2.562 -3.432 3.469 0.034 0.009 0.030 0.35
C -4.326 -6.057 -1.112 -0.008 0.060 0.035 -1.07
N -3.665 -4.753 -1.253 -0.342 -0.181 0.153 0.10
H 3.643 3.108 -0.298 -0.023 0.020 -0.010 0.32
C -2.295 -2.307 -1.286 0.003 -0.360 -0.145 1.93
H -1.712 -1.330 7.292 -0.036 -0.035 -0.013 0.38
O 0.609 -2.885 -1.301 -0.015 -1.344 -0.424 -0.83
H -3.001 -3.834 4.784 -0.044 0.051 0.000 0.31
H -8.103 -0.924 -3.104 0.007 -0.042 -0.035 0.49
N -1.157 -0.443 4.095 -0.026 0.047 -0.018 -0.65
C 0.623 -2.546 3.695 0.102 0.221 -0.166 -0.51
C -2.693 -1.757 5.402 0.051 0.020 -0.023 2.49
C -8.705 -1.509 -2.414 -0.015 -0.048 0.095 -1.03

no.,molar mass (g mol⁻¹)
1,1027.9
2,1058.7